{"formula": "C7H11N", "method": "ωB97M-V/def2-TZVPD", "species": ["C", "C", "C", "C", "C", "C", "C", "N", "H", "H", "H", "H", "H", "H", "H", "H", "H", "H", "H"], "xyz": [[2.381971, 0.257495, 0.902915], [1.344139, -0.095609, 0.083856], [1.395906, -1.376504, -0.737307], [0.113015, 0.682472, -0.145593], [0.035090, 1.875244, -0.701617], [-1.061331, 0.066459, 0.576602], [-2.424286, 0.107874, 0.137348], [-1.775740, -1.218044, 0.167339], [3.391647, -0.203673, 0.809660], [2.303184, 0.933919, 1.835173], [2.429559, -1.732167, -0.839656], [1.376823, -1.105891, -1.795041], [0.775126, -2.192294, -0.461597], [0.977613, 2.104823, -1.306139], [-0.835427, 2.438225, -0.924646], [-1.096562, 0.180954, 1.623777], [-3.376918, 0.127279, 0.820915], [-2.736951, 0.387789, -0.896453], [-1.484940, -1.517239, -0.734595]], "forces_ev_per_angstrom": [[-0.6483, 0.2115, 0.7026], [1.8950, -0.2128, 0.3933], [2.7050, 1.4219, -1.5133], [-1.5041, -0.7315, 2.4992], [2.9041, -0.4685, -2.3056], [-0.4300, -0.3100, -0.7364], [-4.3306, -0.8608, -1.6366], [0.6968, 1.1032, 1.8469], [-1.1365, -0.2067, 0.2079], [-0.0847, -0.4621, -2.1828], [0.0565, -0.2968, 1.1260], [-1.3740, -0.0589, -0.2598], [-0.7903, -0.3627, 0.2694], [-1.2943, 0.4502, 1.1297], [-0.7553, 0.2631, 0.2041], [0.9534, -0.2650, 1.2943], [2.2251, 0.3617, -0.9216], [0.6115, 0.3127, 0.8700], [0.3006, 0.1114, -0.9874]], "max_force_ev_per_a": 4.71, "e_above_lowest_kcal_mol": 92.9, "homo_lumo_gap_ev": 10.227, "smiles": "C=C(C)C(=C)[C@H]1CN1", "energy_ev": -8923.700}